[1]
C2H3NS4 | ωB97M-V/def2-TZVPD

Cartesian coordinates (Å):
C: -1.44670 1.29099 0.05103
C: -0.93647 -0.73260 0.04263
N: -2.66407 1.48156 0.00858
S: -2.56953 -1.38564 0.19101
S: -3.83314 0.41698 0.12448
S: -0.23149 -1.04094 -1.61650
S: 0.10080 -0.78360 1.53395
H: -0.68598 1.87655 -0.21274
H: 0.77316 -0.02880 -1.60784
H: -0.37748 -1.97153 2.09208

- 2S+1 = 1
- F_max (Eh/bohr) = 0.1097
- gap between HOMO and LUMO (eV) = 8.37
- relative energy (zero: lowest compared OMol25 entry of this formula, charge and spin) (kJ/mol) = 213.96
- highest occupied orbital energy (eV) = -8.4853


[2]
C24H28KN3O5Se | ωB97M-V/def2-TZVPD

Cartesian coordinates (Å):
K: 0.43258 1.33873 -1.70034
O: -0.14083 0.69283 3.08385
C: 0.24850 1.13956 1.87597
O: -0.54222 1.39187 1.00585
C: 1.73579 1.25881 1.73021
C: 2.59509 1.12362 2.80499
C: 3.96097 1.19181 2.55614
C: 4.39912 1.38502 1.26198
C: 3.45928 1.52825 0.23776
N: 2.15504 1.47842 0.48195
C: 3.94273 1.73779 -1.22434
O: 5.17670 1.84854 -1.33840
O: 3.05428 1.76821 -2.09961
H: -1.05604 0.36630 2.96731
H: 2.20001 0.94126 3.79408
H: 4.66942 1.07880 3.36850
H: 5.44440 1.43245 0.99307
C: -1.32304 -3.47493 4.57601
C: -1.58341 -2.62344 3.35582
C: -2.63177 -1.70732 3.36052
C: -2.88444 -0.96605 2.19095
C: -4.03131 0.01716 2.14248
C: -2.07002 -1.11017 1.09500
C: -0.91684 -1.96492 1.06789
C: -0.76484 -2.76729 2.24508
N: -0.13974 -1.89637 -0.01395
C: 1.14204 -2.59691 -0.12076
C: 0.97122 -4.10494 -0.33887
C: 2.11222 -2.32636 1.04996
C: 1.82268 -1.95166 -1.34969
H: -2.08675 -3.30909 5.33814
H: -0.34927 -3.24477 5.01653
H: -1.32120 -4.53785 4.32135
H: -3.27486 -1.60474 4.22913
H: -4.71042 -0.12962 2.98492
H: -4.59743 -0.08883 1.21600
H: -3.66980 1.04892 2.17169
H: -2.25372 -0.51267 0.20919
H: 0.01902 -3.51012 2.29617
H: 0.55443 -4.59655 0.54247
H: 1.93236 -4.57547 -0.57294
H: 0.28943 -4.27197 -1.17526
H: 1.72188 -2.63243 2.01726
H: 2.32566 -1.25737 1.09666
H: 3.05864 -2.84873 0.87885
H: 1.34916 -2.24368 -2.28733
H: 2.89723 -2.13266 -1.38316
H: 1.58020 -0.90907 -1.16452
O: -1.10493 -1.50852 -2.68727
H: -0.87175 -1.54091 -1.72006
H: -1.64081 -0.71853 -2.82425
Se: -2.37599 2.37249 -3.24195
C: -2.08430 3.76901 -4.48051
C: -2.67368 3.77001 -5.75440
C: -2.46239 4.82620 -6.61897
N: -1.71101 5.89752 -6.34419
C: -1.14251 5.89410 -5.13444
C: -1.29188 4.89021 -4.19594
H: -3.29535 2.93416 -6.04861
H: -2.92466 4.81928 -7.60358
H: -0.52421 6.75844 -4.90507
H: -0.79866 4.96420 -3.23532

- 2S+1 = 1
- F_max (Eh/bohr) = 0.0152
- gap between HOMO and LUMO (eV) = 5.70
- total charge = -2
- highest occupied orbital energy (eV) = -1.4461


[3]
C19H48F9N6O13PS2 | ωB97M-V/def2-TZVPD

Cartesian coordinates (Å):
S: -18.45758 -19.33465 -20.75348
O: -18.09342 -20.58668 -21.43578
O: -19.34172 -19.59612 -19.58564
O: -17.28894 -18.65354 -20.28762
O: -19.12291 -18.46657 -21.73304
C: -15.02431 -23.25203 -26.16108
C: -15.63060 -22.16258 -27.10803
O: -15.47079 -22.10105 -28.25367
N: -16.51277 -21.12485 -26.39040
H: -16.83689 -21.44299 -25.48827
H: -15.91776 -20.36094 -26.10317
C: -17.71104 -20.62148 -27.17604
H: -14.16521 -22.82645 -25.64250
H: -14.58596 -24.10598 -26.67755
H: -15.75698 -23.50418 -25.39445
H: -18.33906 -20.13596 -26.42907
H: -18.16594 -21.44362 -27.72855
H: -17.37952 -19.90936 -27.93174
C: -20.13641 -18.80132 -14.09797
C: -21.62324 -18.77223 -14.02355
O: -22.24699 -18.19646 -13.13721
N: -22.38344 -19.43019 -15.14845
H: -21.87283 -19.28231 -16.00722
H: -22.42011 -20.41615 -14.93248
C: -23.81254 -18.82484 -15.34253
H: -19.75995 -19.81819 -13.98683
H: -19.66578 -18.29014 -13.25815
H: -19.83718 -18.34396 -15.04106
H: -24.37880 -19.03068 -14.43420
H: -24.28463 -19.33442 -16.18251
H: -23.77144 -17.74727 -15.50144
C: -24.16923 -20.19165 -23.85304
C: -24.58730 -19.21803 -22.78573
O: -25.41436 -19.45176 -21.87680
N: -24.02273 -17.82051 -23.06667
H: -23.02206 -17.84765 -22.93243
H: -24.17058 -17.57467 -24.03507
C: -24.74336 -16.70577 -22.16433
H: -23.32774 -20.76290 -23.46105
H: -24.03173 -19.69444 -24.81323
H: -24.86818 -21.02039 -23.96605
H: -24.45934 -16.79403 -21.11569
H: -25.80874 -16.78723 -22.37977
H: -24.25869 -15.89442 -22.70739
C: -19.13408 -12.30332 -25.60542
C: -18.00177 -13.18343 -25.22819
O: -17.47235 -13.90486 -26.00627
N: -17.78986 -13.44602 -23.69848
H: -18.52621 -13.04042 -23.13868
H: -18.07157 -14.38904 -23.47166
C: -16.37986 -12.97206 -23.29518
H: -19.24504 -11.42527 -24.96916
H: -20.04601 -12.89680 -25.54022
H: -19.01057 -12.06407 -26.66164
H: -16.29855 -11.89058 -23.18610
H: -15.74571 -13.34037 -24.10158
H: -15.96222 -13.59230 -22.50210
C: -12.27305 -20.81018 -19.14016
C: -11.93049 -19.72333 -18.05022
O: -10.80761 -19.58671 -17.70293
N: -13.00072 -18.72064 -17.63606
H: -13.72790 -18.49014 -18.29801
H: -13.60977 -19.13671 -16.94611
C: -12.45438 -17.45717 -16.97749
H: -11.49413 -21.41292 -19.60716
H: -12.95578 -20.37256 -19.86850
H: -12.93899 -21.51463 -18.64180
H: -11.95659 -16.81511 -17.70417
H: -11.58568 -17.50391 -16.32078
H: -13.29238 -16.90880 -16.54721
C: -21.55346 -27.84324 -19.86492
C: -21.38450 -26.33019 -19.47919
O: -22.36991 -25.53197 -19.32196
N: -19.94108 -25.70243 -19.67419
H: -19.39094 -26.31526 -20.25890
H: -20.13989 -24.94791 -20.31550
C: -19.23188 -25.17887 -18.40440
H: -20.98537 -28.50115 -19.20725
H: -21.25090 -27.95193 -20.90643
H: -22.62654 -28.02497 -19.80515
H: -19.85170 -24.41922 -17.92811
H: -18.37080 -24.58989 -18.72022
H: -18.90239 -25.93565 -17.69249
C: -18.54079 -12.31884 -17.40546
F: -17.84390 -13.39961 -17.63851
F: -18.30291 -12.02999 -16.07423
F: -18.10889 -11.32104 -18.22982
S: -20.38208 -12.60778 -17.74304
O: -20.71287 -13.77761 -16.98423
O: -21.07871 -11.43305 -17.34178
O: -20.39230 -12.93153 -19.20883
P: -20.54637 -26.06624 -26.61917
F: -21.86695 -26.03547 -25.70336
F: -19.71255 -27.01334 -25.48006
F: -21.04381 -27.37700 -27.47140
F: -19.13425 -26.18700 -27.53739
F: -21.28036 -25.12014 -27.70638
F: -20.12008 -24.77101 -25.78967

- 2S+1 = 1
- F_max (Eh/bohr) = 0.1409
- gap between HOMO and LUMO (eV) = 3.69
- total charge = +2
- highest occupied orbital energy (eV) = -8.6825


[4]
C4H11N2S | ωB97M-V/def2-TZVPD

Cartesian coordinates (Å):
C: 1.98867 0.19485 -0.53521
C: 0.78843 0.71834 0.18754
C: 0.44006 -0.15402 1.44844
S: 1.71706 0.23026 2.70198
N: -0.48283 0.79088 -0.63079
C: -1.15501 -0.48989 -0.80151
N: -2.56727 -0.74027 -0.61266
H: 2.43286 0.88912 -1.26134
H: 2.69646 -0.02067 0.28843
H: 1.90040 -0.84434 -0.85983
H: 0.84834 1.67327 0.71166
H: -0.50829 0.10275 1.93351
H: 0.48017 -1.21298 1.18434
H: -1.14050 1.49565 -0.32802
H: -0.49840 -1.35969 -0.62991
H: -1.03458 -0.73389 -1.88351
H: -3.05505 -0.10047 -1.23346
H: -2.85052 -0.43890 0.32034

- 2S+1 = 1
- F_max (Eh/bohr) = 0.0870
- SMILES = C[C@H](C[S-])NCN
- gap between HOMO and LUMO (eV) = 6.04
- relative energy (zero: lowest compared OMol25 entry of this formula, charge and spin) (kJ/mol) = 180.05
- total charge = -1
- highest occupied orbital energy (eV) = -2.2986


[5]
C58H55F7N4 | ωB97M-V/def2-TZVPD

Cartesian coordinates (Å):
N: 0.28301 2.13758 -2.16178
C: -1.14843 2.04915 -2.15125
C: -1.62838 3.08313 -2.91590
C: -0.49365 3.81842 -3.42401
C: 0.62908 3.20376 -2.90366
H: 0.86359 1.61281 -1.53560
H: -1.63437 1.45010 -1.43309
H: -2.64371 3.38096 -3.08064
H: -0.50447 4.63821 -4.15145
H: 1.64753 3.42259 -3.11436
N: 1.35772 2.96571 0.63666
C: 2.68869 3.14971 0.93561
C: 2.90141 4.48678 0.78886
C: 1.66870 5.09979 0.32920
C: 0.73227 4.12328 0.24512
H: 0.88498 2.06434 0.68172
H: 3.35103 2.31575 1.12749
H: 3.78771 4.96718 0.85155
H: 1.58489 6.14833 0.14916
H: -0.23178 4.11513 -0.20000
N: -4.13638 -2.06622 3.47621
C: -5.20609 -2.73159 2.97126
C: -4.82246 -3.97831 2.62764
C: -3.40404 -4.11621 3.06973
C: -3.06881 -2.88591 3.53412
H: -3.99891 -1.06124 3.67991
H: -6.16822 -2.17585 2.84459
H: -5.41588 -4.73840 2.16923
H: -2.73014 -4.93287 2.95948
H: -2.10009 -2.44712 3.82471
N: 0.34173 -0.06197 -4.60183
C: 1.55850 0.40654 -5.10175
C: 2.18965 -0.62554 -5.76112
C: 1.44151 -1.77804 -5.48290
C: 0.29129 -1.42642 -4.79557
H: -0.31803 0.49080 -4.12165
H: 1.64805 1.48829 -5.24099
H: 3.12459 -0.51315 -6.31759
H: 1.53162 -2.77998 -5.82322
H: -0.50569 -1.89777 -4.33904
F: -3.15772 -1.07439 -4.80231
C: -3.53756 -2.14980 -4.04348
C: -3.81220 -1.90520 -2.70571
C: -4.19762 -3.01458 -1.93997
C: -4.30629 -4.27362 -2.48923
C: -3.97151 -4.42394 -3.82252
C: -3.59814 -3.39146 -4.65194
H: -3.80178 -0.89277 -2.31669
H: -4.49681 -2.77583 -0.94003
H: -4.68592 -5.14936 -1.97831
H: -3.90465 -5.45448 -4.20200
H: -3.28899 -3.42589 -5.66352
F: -6.13426 1.37240 3.54663
C: -5.42233 1.78564 2.50842
C: -5.84086 1.38564 1.23630
C: -5.03168 1.77765 0.15466
C: -3.90640 2.62402 0.30067
C: -3.65719 3.11064 1.56261
C: -4.43455 2.72375 2.64995
H: -6.73368 0.78001 1.15803
H: -5.33652 1.38595 -0.84649
H: -3.23816 2.80160 -0.51575
H: -2.84611 3.83188 1.69779
H: -4.15544 3.03438 3.63431
F: 1.63230 -5.28019 1.17294
C: 0.82562 -4.71376 0.24033
C: -0.52782 -4.68172 0.55934
C: -1.36198 -4.17013 -0.44166
C: -0.98507 -3.80539 -1.71806
C: 0.35286 -4.00218 -1.98602
C: 1.24217 -4.40714 -1.01796
H: -0.91950 -4.92384 1.53584
H: -2.41944 -4.10235 -0.14434
H: -1.67459 -3.30095 -2.38287
H: 0.80625 -3.71483 -2.94707
H: 2.25170 -4.48506 -1.29798
F: 7.72419 0.21014 -2.91071
C: 6.41383 0.56094 -2.67636
C: 6.16363 1.73926 -2.01467
C: 4.89441 1.98918 -1.66264
C: 3.86009 1.10231 -1.83102
C: 4.15243 -0.09755 -2.43458
C: 5.48358 -0.41077 -2.83625
H: 6.99848 2.46924 -2.02188
H: 4.61907 2.88619 -1.11984
H: 2.82296 1.30828 -1.55592
H: 3.39536 -0.86145 -2.47304
H: 5.72969 -1.44268 -3.16947
F: 5.83287 -2.89893 0.84055
C: 5.23153 -1.95330 1.70163
C: 5.39383 -0.67521 1.29011
C: 4.89598 0.35876 2.08038
C: 4.27918 0.08619 3.32165
C: 4.18788 -1.24767 3.69612
C: 4.67217 -2.26852 2.91330
H: 5.86821 -0.38589 0.31920
H: 4.93517 1.39961 1.79126
H: 3.77120 0.83373 3.85484
H: 3.74873 -1.52586 4.66292
H: 4.49036 -3.31084 3.00879
F: 0.69630 -0.97784 -1.75385
C: 0.33484 -0.57145 -0.51581
C: 1.38476 -0.15406 0.31029
C: 1.12064 0.18700 1.60767
C: -0.18946 0.24510 2.08878
C: -1.17219 -0.24097 1.22736
C: -0.95883 -0.72290 -0.02532
H: 2.39542 -0.15163 -0.20023
H: 1.84456 0.43715 2.32645
H: -0.43509 0.52657 3.10619
H: -2.15216 -0.25281 1.72545
H: -1.73886 -1.22160 -0.61149
F: -1.43484 1.79744 6.99207
C: -0.72520 2.41980 6.02947
C: -1.38546 3.44236 5.32939
C: -0.66098 4.22656 4.34446
C: 0.64155 3.86489 4.09946
C: 1.24387 2.78731 4.75468
C: 0.58038 2.03654 5.76669
H: -2.35538 3.83314 5.48194
H: -1.17239 5.01968 3.75900
H: 1.21391 4.30489 3.23045
H: 2.29379 2.58045 4.55202
H: 0.99189 1.22277 6.25171

- 2S+1 = 1
- F_max (Eh/bohr) = 0.0681
- SMILES = c1cc[nH]c1.c1cc[nH]c1.c1cc[nH]c1.c1cc[nH]c1.Fc1ccccc1.Fc1ccccc1.Fc1ccccc1.Fc1ccccc1.Fc1ccccc1.Fc1ccccc1.Fc1ccccc1
- gap between HOMO and LUMO (eV) = 8.41
- highest occupied orbital energy (eV) = -8.0490


[6]
C12H12FN | ωB97M-V/def2-TZVPD

Cartesian coordinates (Å):
C: 3.33752 1.13814 0.15924
C: 3.80100 -0.07583 -0.26422
C: 2.00401 1.30262 0.31547
C: 3.04054 -1.12684 -0.61593
C: 1.06029 0.31727 -0.04146
C: -0.25638 0.26597 -0.16999
C: 1.63271 -1.16113 -0.40635
C: -2.62257 -0.50024 0.12214
C: -3.00730 0.97528 0.04472
C: -0.57169 -2.04934 -0.16964
C: -1.21017 -0.70774 -0.53931
C: -2.01537 1.90985 0.79787
N: 0.83378 -2.16573 -0.49790
F: -1.89558 1.64298 2.18000
H: 4.06408 1.85979 0.41690
H: 4.80183 -0.11877 -0.25336
H: 1.77508 2.35326 0.72071
H: 3.47366 -1.99541 -1.10510
H: -2.64822 -0.62633 1.18914
H: -3.41433 -1.10697 -0.31899
H: -3.33782 1.43714 -1.01945
H: -3.92703 0.89172 0.64808
H: -0.81775 -2.17037 0.89903
H: -1.04468 -2.66746 -0.98314
H: -1.30161 -0.54394 -1.66679
H: -1.75403 2.92209 0.55834

- 2S+1 = 1
- F_max (Eh/bohr) = 0.1018
- gap between HOMO and LUMO (alpha / beta) (eV) = 7.03 / 7.02
- relative energy (zero: lowest compared OMol25 entry of this formula, charge and spin) (kJ/mol) = 427.02
- highest occupied orbital energy (alpha / beta) (eV) = -7.4980 / -7.4914


For each record above, in turn, the calculated DFT total energy values are -46950.6755, -121726.2649, -111434.2837, -18141.2322, -86017.3685, -16839.5300 eV.